1.
ORCA calculation (wB97M-V/def2-TZVPD) on a molecular structure, C18H20FeO6 in a non-equilibrium geometry.

Structure (XYZ):
```
45
C18H20FeO6, DFT wB97M-V/def2-TZVPD
C 0.58363 -1.50284 -4.24372
C 1.71000 -1.56439 -3.24519
O 1.63480 -0.34854 -2.44521
C 2.03853 -0.55175 -1.16420
C 1.55305 0.51851 -0.15026
C 2.57071 0.59307 1.00956
O 2.91087 -0.40823 1.60714
C 2.96858 1.99707 1.43221
C 1.76590 2.93887 1.45925
C 1.28147 3.13752 0.01369
C 1.16328 1.85727 -0.87132
O 2.64008 -1.56535 -0.84148
H 0.73584 -2.26194 -5.02912
H -0.37552 -1.73129 -3.73284
H 0.50167 -0.50283 -4.70923
H 1.57488 -2.41827 -2.57782
H 2.70447 -1.59102 -3.70296
H 3.43265 1.95670 2.42017
H 3.73662 2.40381 0.74599
H 0.95982 2.58334 2.12187
H 2.07583 3.91515 1.86328
H 0.34635 3.71928 0.01557
H 2.02695 3.77277 -0.49611
H 1.73722 2.08329 -1.81889
H 0.09476 1.69751 -1.19233
O -2.76705 -3.97982 1.94171
C -3.09258 -2.87127 1.76083
Fe -3.50596 -1.16255 1.82506
C -5.23645 -1.40212 1.97342
O -6.21422 -1.75464 2.51816
C -3.06487 -0.95614 3.55346
O -2.47990 -0.91780 4.60127
C 0.30989 -0.41410 0.54474
C -0.62014 -1.32873 -0.32133
C -2.16723 -1.30181 -0.08099
C -2.72072 -0.02383 0.22351
C -1.95000 0.57935 1.29959
C -0.52340 0.39509 1.38451
H 1.13764 -1.04211 1.03127
H -0.48945 -0.97879 -1.37363
H -0.26812 -2.38288 -0.29116
H -2.70983 -1.91678 -0.81340
H -3.54782 0.47199 -0.30088
H -2.39987 1.46118 1.75944
H -0.06239 0.79806 2.29634
```

The spin multiplicity is 5. The HOMO-LUMO gap (spin up / spin down) is 6.3787 / 6.5675 eV. The charge is 0. The calculation puts the HOMO energy (spin up / spin down) at -6.01 / -8.89 eV. Its total energy is -2412.815450 Ha. As for the relative energy (zero: lowest compared OMol25 entry of this formula, charge and spin): 22.4 kcal/mol. For the largest force on an atom, the calculation gives 0.14368 hartree/bohr.

***

2.
ORCA calculation (wB97M-V/def2-TZVPD) on a gas-phase ion, C5H12N3O (charge +1) in a non-equilibrium geometry.

Structure (XYZ):
```
21
C5H12N3O, DFT wB97M-V/def2-TZVPD
C 1.31556 -0.43734 -2.17380
C 0.79339 -1.16231 -0.97022
N -0.07326 -0.14728 -0.16144
C -1.45467 0.12765 -0.44629
C -2.04412 0.76589 0.78029
O -3.12901 1.29890 0.81340
N -1.13258 0.69354 1.75216
C 0.05821 -0.07309 1.44812
N 1.15563 0.73602 1.79217
H 1.60632 0.54515 -2.14798
H 2.17948 -0.98360 -2.48379
H 0.55965 -0.59677 -2.91509
H 1.61632 -1.60044 -0.40091
H 0.15098 -2.05855 -1.13183
H 0.54660 0.64899 -0.42866
H -2.09290 -0.69275 -0.88282
H -1.65178 0.94164 -1.23426
H -1.33892 1.14412 2.55897
H 0.13666 -1.05360 1.97056
H 1.83129 0.20964 2.38615
H 0.96716 1.69418 1.87526
```

The spin multiplicity is 1. The HOMO-LUMO gap is 11.0611 eV. The charge is +1. The calculation puts the HOMO energy at -14.02 eV. Its total energy is -436.947022 Ha. As for the relative energy (zero: lowest compared OMol25 entry of this formula, charge and spin): 51.3 kcal/mol. For the largest force on an atom, the calculation gives 0.08450 hartree/bohr.

***

3.
ORCA calculation (wB97M-V/def2-TZVPD) on a molecular structure, C18H14AsFeN2O11S in a non-equilibrium geometry.

Structure (XYZ):
```
48
C18H14AsFeN2O11S, DFT wB97M-V/def2-TZVPD
Fe -0.37695 -0.66408 -0.85786
O -1.18080 -4.42987 -0.40029
C -1.18492 -3.38402 -1.22144
O -0.17961 -2.81472 -1.58418
C -2.54147 -2.98304 -1.77614
O -2.68844 -1.58517 -1.68273
C -3.42072 -1.17681 -0.51969
C -2.76590 -1.71438 0.75007
O -3.48040 -2.01452 1.70148
O -1.49083 -1.84299 0.65168
H -0.34344 -4.38947 0.08951
H -3.34295 -3.51972 -1.26368
H -2.54828 -3.22463 -2.84115
H -4.45662 -1.51407 -0.58858
H -3.38167 -0.08572 -0.51156
O 1.35888 2.16868 -3.56929
As 1.84585 1.52699 -2.00723
O 3.46438 1.76272 -1.88744
O 1.32115 -0.07348 -1.81883
C 0.91561 2.46544 -0.61545
C 1.61653 3.13375 0.29690
C 0.97971 3.65500 1.52294
C -0.32275 3.51466 1.77638
C -1.23837 2.81241 0.82403
C -0.52754 2.20767 -0.39775
S -1.55679 2.18392 -1.88420
O -2.93142 2.35890 -1.45899
O -1.08762 3.23755 -2.78387
O -1.25518 0.82807 -2.37304
H 0.47345 2.57898 -3.47896
H 2.68273 3.26477 0.14766
H 1.61819 4.14854 2.24839
H -0.75477 3.87761 2.70394
H -2.13098 3.39171 0.58541
N 5.27038 -1.90488 3.80362
C 4.38546 -1.69830 3.09470
C 3.26453 -1.45601 2.21609
C 2.19996 -0.66610 2.64335
C 1.11109 -0.45521 1.80707
C 1.07790 -1.03109 0.54168
C 2.14661 -1.81639 0.11684
C 3.23665 -2.02955 0.94397
H 2.22790 -0.22484 3.63291
H 0.28574 0.14796 2.15645
H 2.13375 -2.24378 -0.87630
H 4.07492 -2.63137 0.61288
N -1.58546 1.40455 1.25698
C -0.91744 0.90432 0.27370
```

The spin multiplicity is 2. The HOMO-LUMO gap (spin up / spin down) is 7.3032 / 7.1662 eV. The charge is -2. The calculation puts the HOMO energy (spin up / spin down) at -2.79 / -2.65 eV. Its total energy is -5529.154621 Ha. As for the relative energy (zero: lowest compared OMol25 entry of this formula, charge and spin): 13.6 kcal/mol. For the largest force on an atom, the calculation gives 0.05166 hartree/bohr.